(1)
Molecular formula: C4H2NO2
Method: DFT, wB97M-V/def2-TZVPD

Structure (XYZ):
```
9
Properties=species:S:1:pos:R:3:forces:R:3:lowdin_charge:R:1
C 0.020898 0.999515 -0.006132 7.90 2.85 0.61 -0.04
C 0.231407 -0.970200 0.013025 -5.84 -1.93 0.64 -0.18
C -0.901589 0.053685 -0.002813 -2.73 -7.19 -0.08 -0.14
C -2.411383 -0.029513 -0.015444 0.88 0.02 0.05 -0.76
N 1.162611 -0.091907 -0.018292 1.61 6.47 -0.37 0.02
O -2.981527 1.069895 -0.005144 -0.46 0.87 -0.01 -0.06
O -2.853344 -1.180755 0.006694 -0.59 -0.88 -0.05 -0.05
H 0.158437 2.079520 0.281111 -0.32 -1.47 -0.50 0.11
H 0.380025 -2.076759 0.157296 -0.46 1.26 -0.29 0.10
```
Positions in Å, forces in eV/Å.

Properties
energy relative to the best compared isomer or geometry (same formula, charge and spin) = 0.000 eV
gap between HOMO and LUMO (spin up / spin down) = 0.2635 / 0.2481 Eh
energy = -9761.6167 eV
lowest unoccupied orbital energy (spin up / spin down) = 4.3 / 2.3 eV
multiplicity = 3
net charge = -1

(2)
Molecular formula: C2H13NO4
Method: DFT, wB97M-V/def2-TZVPD

Structure (XYZ):
```
20
Properties=species:S:1:pos:R:3:forces:R:3:lowdin_charge:R:1
C -0.949129 2.515019 1.191234 0.45 -0.17 0.20 -0.11
N -0.729196 1.337828 0.350020 -0.69 1.05 -0.06 -0.12
C 0.107769 0.306880 0.833636 0.04 -0.55 -0.41 -0.30
O -0.649134 -0.621167 1.624344 -0.26 0.53 0.10 -0.08
H -0.085851 2.763136 1.820583 0.09 -0.26 0.01 0.08
H -1.069977 3.377570 0.550648 -0.42 0.20 -0.08 0.07
H -1.803271 2.390884 1.854512 -0.12 0.11 -0.07 0.07
H -0.608855 1.634736 -0.606243 0.33 -0.49 0.09 0.10
H 0.913307 0.694610 1.458601 0.19 -0.15 0.05 0.12
H 0.481260 -0.248580 -0.029059 0.37 0.12 0.08 0.12
H -1.557694 -0.337129 1.443654 0.07 -0.36 0.15 0.09
O -2.027449 0.135023 -3.785396 -0.05 -0.05 -0.45 -0.06
H -2.926725 -0.096201 -3.525272 0.30 0.11 0.24 0.04
H -1.527896 0.382180 -3.005327 -0.26 -0.08 0.22 0.01
O 4.386604 -1.273260 -2.276055 -0.19 -0.67 -0.48 -0.07
H 4.349243 -2.216646 -2.061743 0.10 0.25 0.39 0.04
H 4.170436 -1.317383 -3.217978 0.07 0.43 0.10 0.03
O 0.182772 -3.335855 2.534012 -0.09 -0.03 0.10 -0.07
H 0.018177 -2.383766 2.542364 0.01 0.05 -0.17 -0.01
H -0.674394 -3.707878 2.303464 0.09 -0.03 0.00 0.03
```
Positions in Å, forces in eV/Å.

Properties
energy relative to the best compared isomer or geometry (same formula, charge and spin) = 1.229 eV
gap between HOMO and LUMO = 0.3730 Eh
energy = -11964.2373 eV
lowest unoccupied orbital energy = 0.4 eV

(3)
Molecular formula: C4H5NO2
Method: DFT, wB97M-V/def2-TZVPD

Structure (XYZ):
```
12
Properties=species:S:1:pos:R:3:forces:R:3:lowdin_charge:R:1
C 2.046681 -0.590053 -0.081045 0.83 5.84 -2.01 0.07
C 0.835680 -0.019518 -0.036224 0.19 -6.74 1.69 -0.44
N -0.358118 -0.856030 0.238354 3.12 -0.61 -0.63 0.18
C -1.494930 -0.285930 -0.097701 -2.60 1.74 -0.27 -0.45
O -2.696755 -0.598865 -0.157797 2.95 0.00 -0.14 0.05
C -0.983714 1.163125 0.054962 -2.20 2.25 -1.88 -0.03
O 0.456205 1.161330 0.035635 -2.22 5.16 0.08 0.07
H 2.240899 -1.571768 -0.033772 0.34 -3.35 0.11 0.00
H 2.867389 0.111246 -0.513007 -1.30 -1.38 1.28 0.11
H -0.048203 -1.775447 0.241445 -0.59 -2.38 0.08 0.13
H -1.545525 1.241068 0.993437 1.18 1.27 0.68 0.14
H -1.319610 2.020845 -0.644292 0.31 -1.80 1.00 0.17
```
Positions in Å, forces in eV/Å.

Properties
energy relative to the best compared isomer or geometry (same formula, charge and spin) = 2.531 eV
gap between HOMO and LUMO = 0.3538 Eh
energy = -9811.7833 eV
lowest unoccupied orbital energy = 0.7 eV

(4)
Molecular formula: H3O2P
Method: DFT, wB97M-V/def2-TZVPD

Structure (XYZ):
```
6
Properties=species:S:1:pos:R:3:forces:R:3:lowdin_charge:R:1
O 1.355950 -0.318976 0.334812 -0.08 -0.07 0.00 -0.37
P 0.063266 0.619441 0.707665 0.01 -0.02 -0.05 0.73
O -1.246254 -0.344873 0.461111 0.01 0.02 0.02 -0.37
H 1.318356 -0.768368 -0.517761 0.05 0.09 0.01 0.04
H -0.025126 1.338588 -0.527313 0.00 -0.02 0.00 -0.07
H -1.466193 -0.525812 -0.458514 0.01 0.00 0.02 0.04
```
Positions in Å, forces in eV/Å.

Properties
energy relative to the best compared isomer or geometry (same formula, charge and spin) = 0.000 eV
gap between HOMO and LUMO = 0.3746 Eh
energy = -13432.9620 eV
lowest unoccupied orbital energy = 0.5 eV